A 2-piece molecular cluster, C3H6N2O overall. Source: the Open Molecules 2025 dataset; level of theory: ωB97M-V/def2-TZVPD.

Atoms and positions in Å:
N (-0.827, 1.055, -1.792)
C (-0.333, -0.028, -2.095)
N (0.004, -1.168, -2.389)
H (-0.323, 1.543, -1.058)
H (0.713, -1.279, -3.102)
C (-0.520, 0.010, 1.617)
C (0.944, -0.086, 1.298)
O (1.447, 0.321, 0.275)
H (-1.091, 0.288, 0.728)
H (-0.664, 0.770, 2.396)
H (-0.893, -0.938, 2.018)
H (1.579, -0.545, 2.086)

## Properties
net charge	0
SMILES	N=C=N.CC=O
HOMO-LUMO gap	11.12	eV
molar mass	86.09	g/mol

C3H6N2O as an isolated structure. Source: the Open Molecules 2025 dataset; level of theory: ωB97M-V/def2-TZVPD.

Atoms and positions in Å:
O (-1.317, -1.159, 0.910)
C (-1.101, -0.607, -0.260)
N (0.114, -1.079, -0.754)
C (1.001, -0.267, 0.032)
C (0.425, 1.122, -0.166)
N (-1.065, 0.810, -0.351)
H (0.221, -2.077, -0.594)
H (2.083, -0.400, -0.072)
H (-0.160, -0.929, 1.285)
H (0.652, 1.809, 0.661)
H (0.766, 1.583, -1.105)
H (-1.618, 1.194, 0.415)

## Properties
net charge	0
HOMO-LUMO gap (spin up / spin down)	8.02 / 7.59	eV
molar mass	86.09	g/mol

The molecule C3H6N2O in a non-equilibrium geometry. Source: the Open Molecules 2025 dataset; level of theory: ωB97M-V/def2-TZVPD.

Atoms and positions in Å:
C (0.883, -0.211, -1.709)
N (1.114, 0.044, -0.290)
O (-0.141, 0.618, 0.195)
C (-0.656, -0.211, 1.249)
C (-1.849, 0.414, 1.835)
N (-2.793, 0.896, 2.311)
H (1.825, -0.492, -2.189)
H (0.491, 0.674, -2.220)
H (0.179, -1.039, -1.839)
H (1.749, 0.842, -0.200)
H (0.112, -0.342, 2.020)
H (-0.913, -1.192, 0.835)

## Properties
net charge	0
SMILES	CNOCC#N
HOMO-LUMO gap	11.11	eV
molar mass	86.09	g/mol

Which value of molar mass does entry 2 give?
86.09 g/mol

What is the molar mass in the first record?
86.09 g/mol

What did the first record say?
A 2-piece molecular cluster, C3H6N2O overall. Source: the Open Molecules 2025 dataset; level of theory: ωB97M-V/def2-TZVPD.

Atoms and positions in Å:
N (-0.827, 1.055, -1.792)
C (-0.333, -0.028, -2.095)
N (0.004, -1.168, -2.389)
H (-0.323, 1.543, -1.058)
H (0.713, -1.279, -3.102)
C (-0.520, 0.010, 1.617)
C (0.944, -0.086, 1.298)
O (1.447, 0.321, 0.275)
H (-1.091, 0.288, 0.728)
H (-0.664, 0.770, 2.396)
H (-0.893, -0.938, 2.018)
H (1.579, -0.545, 2.086)

## Properties
net charge	0
SMILES	N=C=N.CC=O
HOMO-LUMO gap	11.12	eV
molar mass	86.09	g/mol